{
  "formula": "C3H7FO",
  "method": "the ωB97M-V functional and the def2-TZVPD basis",
  "de_lowest_ev": 0.489,
  "orbital_gap_ha": 0.42056,
  "species": ["C", "C", "C", "H", "H", "H", "H", "H", "H", "H", "O", "F"],
  "coordinates": [[-1.24, -0.43, -0.49], [-0.27, 0.25, 0.34], [1.20, -0.25, 0.46], [-0.85, -0.55, -1.50], [-1.36, -1.51, -0.12], [-2.26, -0.06, -0.34], [-0.66, 0.26, 1.38], [0.67, 1.50, -0.64], [1.73, 0.42, 1.18], [1.48, -1.26, 0.67], [-0.14, 1.57, -0.16], [1.69, 0.05, -0.79]],
  "nbo_charge": [-0.63, 0.05, 0.02, 0.22, 0.20, 0.23, 0.17, 0.47, 0.17, 0.18, -0.71, -0.38]
}